Entry 1:
This record from the OMol25 dataset describes one molecule with the formula C6H5F4NO3S. The level of theory is ωB97M-V/def2-TZVPD.

XYZ file:
```
20
Properties=species:S:1:pos:R:3
O 2.808 -1.718 -1.019
S 1.514 -1.463 -0.515
O 0.501 -2.444 -0.482
O 0.941 -0.261 -1.335
C 0.487 0.976 -0.853
C -0.895 0.975 -0.313
C -1.543 -0.180 -0.432
C -2.957 -0.309 0.090
F -3.089 -0.424 1.424
F -3.743 0.742 -0.203
F -3.670 -1.368 -0.470
C 1.443 1.466 0.274
C 2.066 0.576 1.059
N 1.607 -0.730 1.012
F 2.305 -1.588 1.858
H 0.465 1.792 -1.561
H -1.189 1.790 0.197
H -1.331 -1.091 -0.942
H 1.543 2.584 0.318
H 2.740 0.675 1.893
```

Calculated values
charge: 0
structure (SMILES): O=S1(=O)O[C@@H](/C=C/C(F)(F)F)C=CN1F
orbital gap: 10.31 eV
2S+1: 1
LUMO: 0.299 eV

***

Entry 2:
This record from the OMol25 dataset describes one molecule with the formula C6H5I. The level of theory is ωB97M-V/def2-TZVPD.

XYZ file:
```
12
Properties=species:S:1:pos:R:3
I -2.641 0.234 0.142
C -0.473 0.717 0.189
C 0.122 -0.253 1.162
C 0.738 -1.408 0.826
C 0.860 -1.465 -0.581
C 0.556 -0.620 -1.425
C 0.061 0.734 -1.288
H -0.463 1.727 0.596
H -0.059 -0.022 2.202
H 1.120 -2.123 1.534
H 0.893 1.443 -1.366
H -0.715 1.036 -1.990
```

Calculated values
charge: 0
structure (SMILES): I[C@H]1C=CC#CC1
orbital gap: 8.54 eV
2S+1: 1
LUMO: -0.144 eV

***

no.,maximum force (eV/Å),HOMO (eV),E (Ha)
1,5.47,-10.01,-1309.6008
2,3.02,-8.68,-529.1721